1.
{
  "formula": "C65H157N7O8",
  "method": "the ωB97M-V functional and the def2-TZVPD basis",
  "lumo_ev": 0.1,
  "charge": 0,
  "mol_weight_g_mol": 1165.0,
  "homo_lumo_gap_ha": 0.2979,
  "elements": ["C", "C", "N", "C", "C", "C", "C", "H", "H", "H", "H", "H", "H", "H", "H", "H", "H", "H", "H", "H", "H", "H", "C", "C", "N", "C", "C", "C", "C", "H", "H", "H", "H", "H", "H", "H", "H", "H", "H", "H", "H", "H", "H", "H", "C", "C", "N", "C", "C", "C", "C", "H", "H", "H", "H", "H", "H", "H", "H", "H", "H", "H", "H", "H", "H", "H", "C", "C", "N", "C", "C", "C", "C", "H", "H", "H", "H", "H", "H", "H", "H", "H", "H", "H", "H", "H", "H", "H", "C", "C", "N", "C", "C", "C", "C", "H", "H", "H", "H", "H", "H", "H", "H", "H", "H", "H", "H", "H", "H", "H", "C", "C", "N", "C", "C", "C", "C", "H", "H", "H", "H", "H", "H", "H", "H", "H", "H", "H", "H", "H", "H", "H", "C", "C", "N", "C", "C", "C", "C", "H", "H", "H", "H", "H", "H", "H", "H", "H", "H", "H", "H", "H", "H", "H", "C", "O", "H", "H", "H", "H", "C", "O", "H", "H", "H", "H", "C", "O", "H", "H", "H", "H", "C", "C", "C", "O", "C", "H", "H", "H", "H", "H", "H", "H", "H", "C", "C", "C", "O", "C", "H", "H", "H", "H", "H", "H", "H", "H", "C", "C", "C", "O", "C", "H", "H", "H", "H", "H", "H", "H", "H", "C", "C", "C", "O", "C", "H", "H", "H", "H", "H", "H", "H", "H", "C", "C", "C", "O", "C", "H", "H", "H", "H", "H", "H", "H", "H"],
  "positions_angstrom": [[-2.874, -3.519, 9.674], [-1.472, -3.406, 9.037], [-0.376, -4.056, 9.872], [0.872, -4.269, 9.177], [1.565, -3.029, 8.577], [-0.111, -3.392, 11.130], [0.909, -4.035, 12.043], [-3.697, -3.108, 9.090], [-2.947, -3.002, 10.631], [-3.193, -4.521, 9.958], [-1.329, -3.867, 8.060], [-1.167, -2.386, 8.807], [1.587, -4.908, 9.695], [0.730, -4.904, 8.302], [1.505, -2.118, 9.172], [2.622, -3.252, 8.434], [1.257, -2.841, 7.548], [-1.019, -3.357, 11.731], [0.128, -2.335, 11.010], [0.610, -5.056, 12.282], [0.933, -3.398, 12.928], [1.914, -4.041, 11.620], [3.180, 3.295, 3.816], [2.587, 4.252, 2.783], [3.112, 5.579, 3.099], [2.292, 6.640, 2.538], [0.953, 6.784, 3.349], [4.502, 5.690, 2.664], [5.400, 6.684, 3.454], [3.041, 3.691, 4.822], [4.252, 3.145, 3.684], [2.696, 2.320, 3.878], [2.801, 3.962, 1.755], [1.524, 4.181, 3.015], [2.879, 7.546, 2.686], [2.143, 6.487, 1.469], [1.127, 7.135, 4.366], [0.277, 7.519, 2.912], [0.425, 5.831, 3.393], [4.471, 6.050, 1.636], [5.014, 4.728, 2.648], [5.200, 6.611, 4.523], [5.198, 7.722, 3.189], [6.456, 6.463, 3.299], [-0.649, 3.100, -8.438], [0.482, 2.093, -8.736], [0.502, 1.479, -10.109], [-0.713, 0.722, -10.423], [-0.558, -0.175, -11.653], [0.721, 2.551, -11.141], [2.050, 3.331, -10.978], [-1.679, 2.747, -8.501], [-0.502, 3.935, -9.123], [-0.579, 3.548, -7.447], [1.449, 2.476, -8.409], [0.335, 1.233, -8.083], [-0.866, 0.052, -9.576], [-1.584, 1.376, -10.459], [-0.083, 0.360, -12.475], [0.102, -1.017, -11.445], [-1.504, -0.586, -12.005], [-0.111, 3.255, -11.171], [0.782, 2.090, -12.127], [2.868, 2.635, -10.790], [2.101, 3.941, -10.077], [2.286, 3.950, -11.844], [-1.822, 3.363, 8.087], [-2.907, 4.366, 7.615], [-4.047, 3.659, 7.035], [-3.706, 2.843, 5.835], [-4.890, 1.950, 5.546], [-5.193, 4.557, 6.932], [-4.960, 5.716, 5.927], [-1.038, 3.941, 8.577], [-1.351, 2.792, 7.288], [-2.300, 2.663, 8.772], [-3.161, 5.082, 8.396], [-2.437, 5.009, 6.870], [-2.900, 2.133, 6.023], [-3.426, 3.566, 5.069], [-5.068, 1.384, 6.461], [-4.574, 1.271, 4.754], [-5.761, 2.499, 5.190], [-6.029, 3.889, 6.724], [-5.420, 4.857, 7.954], [-4.016, 6.231, 6.105], [-4.923, 5.295, 4.922], [-5.798, 6.403, 6.041], [-10.847, 1.345, -4.061], [-11.813, 0.679, -3.012], [-11.235, -0.424, -2.228], [-12.226, -1.071, -1.391], [-13.200, -1.942, -2.268], [-10.217, 0.224, -1.358], [-9.359, -0.777, -0.549], [-10.350, 0.587, -4.665], [-10.038, 1.968, -3.678], [-11.393, 2.003, -4.737], [-12.329, 1.396, -2.374], [-12.628, 0.215, -3.567], [-11.750, -1.754, -0.688], [-12.764, -0.326, -0.806], [-12.665, -2.502, -3.034], [-13.724, -2.620, -1.594], [-13.930, -1.232, -2.658], [-10.791, 0.769, -0.609], [-9.593, 0.898, -1.946], [-8.658, -0.149, 0.000], [-8.740, -1.466, -1.123], [-9.869, -1.329, 0.242], [9.917, -0.450, 4.056], [9.366, -0.536, 2.625], [9.872, -1.719, 1.893], [9.457, -2.981, 2.466], [7.892, -3.175, 2.577], [11.344, -1.698, 1.708], [11.824, -0.560, 0.844], [9.323, 0.223, 4.674], [10.961, -0.144, 4.114], [9.775, -1.405, 4.563], [8.280, -0.639, 2.633], [9.562, 0.393, 2.090], [9.802, -3.823, 1.865], [9.974, -3.195, 3.401], [7.385, -3.157, 1.612], [7.757, -4.098, 3.140], [7.397, -2.436, 3.207], [11.651, -2.611, 1.196], [11.802, -1.678, 2.697], [12.908, -0.588, 0.955], [11.581, 0.406, 1.285], [11.573, -0.692, -0.209], [9.785, 5.336, -3.036], [8.351, 4.779, -3.117], [7.584, 5.307, -4.265], [7.186, 6.701, -4.121], [6.401, 7.196, -5.363], [6.508, 4.344, -4.596], [5.300, 4.322, -3.667], [9.786, 6.416, -2.885], [10.302, 5.096, -3.965], [10.312, 4.969, -2.155], [8.521, 3.703, -3.139], [7.871, 4.926, -2.149], [6.549, 6.779, -3.240], [8.073, 7.300, -3.914], [5.421, 6.724, -5.438], [6.210, 8.262, -5.244], [6.951, 6.962, -6.275], [6.979, 3.361, -4.597], [6.197, 4.585, -5.612], [4.727, 5.248, -3.616], [5.647, 4.259, -2.636], [4.666, 3.488, -3.967], [-4.654, -0.882, -5.387], [-5.226, -1.809, -4.501], [-4.929, 0.142, -5.135], [-3.565, -0.868, -5.341], [-4.823, -1.120, -6.438], [-6.157, -1.812, -4.736], [3.154, -2.520, -7.944], [3.942, -1.469, -8.424], [2.594, -2.137, -7.091], [2.452, -2.929, -8.671], [3.831, -3.252, -7.504], [3.329, -0.941, -8.942], [6.987, -1.868, -2.903], [6.963, -1.040, -1.756], [7.961, -1.914, -3.390], [6.845, -2.897, -2.573], [6.224, -1.637, -3.647], [7.705, -1.269, -1.192], [-2.118, -7.029, -4.769], [-2.510, -7.163, -6.233], [-1.647, -6.104, -6.826], [-0.398, -6.302, -6.204], [-0.595, -6.753, -4.880], [-2.382, -7.899, -4.168], [-2.648, -6.207, -4.287], [-3.581, -7.096, -6.426], [-2.258, -8.173, -6.554], [-1.898, -5.076, -6.567], [-1.582, -6.128, -7.913], [-0.269, -6.019, -4.142], [0.017, -7.651, -4.800], [-1.302, -1.834, -0.277], [-0.122, -1.289, -0.976], [1.092, -1.683, -0.061], [0.555, -2.092, 1.154], [-0.822, -1.721, 1.174], [-1.606, -2.836, -0.578], [-2.172, -1.198, -0.444], [-0.200, -0.217, -1.158], [-0.022, -1.623, -2.009], [1.704, -0.804, 0.140], [1.623, -2.453, -0.621], [-0.842, -0.696, 1.541], [-1.362, -2.262, 1.951], [-7.292, -6.434, 1.552], [-7.685, -5.941, 2.913], [-6.405, -5.228, 3.362], [-5.381, -5.491, 2.403], [-5.798, -6.631, 1.609], [-7.425, -5.671, 0.784], [-7.777, -7.385, 1.333], [-8.060, -6.693, 3.606], [-8.454, -5.182, 2.769], [-6.057, -5.594, 4.328], [-6.552, -4.148, 3.363], [-5.556, -7.616, 2.009], [-5.310, -6.582, 0.636], [-4.555, 7.346, -0.803], [-3.475, 6.395, -1.187], [-3.818, 4.991, -0.671], [-5.055, 5.150, -0.063], [-5.691, 6.312, -0.591], [-4.784, 8.090, -1.566], [-4.346, 7.874, 0.128], [-2.480, 6.781, -0.966], [-3.445, 6.333, -2.275], [-3.056, 4.605, 0.006], [-3.869, 4.283, -1.498], [-6.381, 6.756, 0.127], [-6.163, 5.955, -1.506], [2.051, -8.087, 2.319], [2.674, -8.878, 1.172], [1.648, -9.946, 0.927], [0.386, -9.230, 1.072], [0.565, -8.086, 1.908], [2.399, -7.065, 2.466], [2.161, -8.640, 3.253], [3.629, -9.370, 1.356], [2.872, -8.196, 0.346], [1.673, -10.746, 1.667], [1.615, -10.382, -0.071], [-0.101, -8.015, 2.768], [0.304, -7.178, 1.364]]
}

---

2.
{
  "formula": "C40H32N3O8PbSeSi",
  "method": "the ωB97M-V functional and the def2-TZVPD basis",
  "lumo_ev": 1.7,
  "charge": -1,
  "mol_weight_g_mol": 997.0,
  "homo_lumo_gap_ha": 0.2424,
  "elements": ["Pb", "O", "C", "O", "C", "C", "C", "C", "C", "N", "C", "O", "O", "H", "H", "H", "H", "C", "O", "C", "C", "C", "C", "C", "C", "O", "C", "O", "C", "H", "H", "H", "H", "H", "H", "H", "H", "H", "Se", "N", "C", "C", "C", "C", "C", "C", "N", "H", "H", "H", "H", "O", "Si", "C", "C", "C", "C", "C", "C", "C", "C", "C", "C", "C", "C", "C", "C", "C", "C", "C", "C", "H", "H", "H", "H", "H", "H", "H", "H", "H", "H", "H", "H", "H", "H", "H"],
  "positions_angstrom": [[0.265, -0.029, 0.466], [0.158, -3.621, -2.970], [0.498, -2.775, -1.982], [0.848, -1.644, -2.188], [0.448, -3.400, -0.630], [0.207, -4.753, -0.461], [0.254, -5.271, 0.829], [0.602, -4.438, 1.871], [0.817, -3.082, 1.617], [0.700, -2.579, 0.394], [1.283, -2.161, 2.780], [1.521, -2.750, 3.833], [1.422, -0.942, 2.490], [0.177, -3.120, -3.796], [-0.011, -5.375, -1.316], [0.041, -6.318, 1.002], [0.699, -4.776, 2.893], [4.316, 4.423, -3.978], [3.731, 5.305, -3.046], [2.757, 4.809, -2.237], [2.166, 5.758, -1.380], [1.211, 5.349, -0.496], [0.734, 4.022, -0.443], [-0.176, 3.646, 0.627], [-0.300, 4.573, 1.822], [-0.832, 2.605, 0.673], [1.273, 3.060, -1.387], [0.886, 1.849, -1.519], [2.338, 3.507, -2.231], [4.914, 5.041, -4.644], [3.559, 3.889, -4.558], [4.966, 3.693, -3.486], [2.508, 6.783, -1.427], [0.782, 6.083, 0.176], [0.657, 5.012, 2.101], [-0.705, 3.998, 2.652], [-1.001, 5.380, 1.595], [2.760, 2.756, -2.886], [-1.548, 1.571, -2.140], [-1.543, 0.021, -1.332], [-2.379, -0.803, -1.971], [-2.696, -2.120, -1.576], [-3.538, -2.857, -2.361], [-4.100, -2.327, -3.546], [-3.847, -1.041, -3.937], [-2.984, -0.244, -3.150], [-2.660, 1.033, -3.385], [-2.297, -2.512, -0.649], [-3.789, -3.868, -2.063], [-4.762, -2.950, -4.136], [-4.289, -0.613, -4.827], [-1.534, -0.543, 1.616], [-2.776, -0.567, 2.587], [-3.727, -2.196, 2.349], [-3.043, -3.281, 1.799], [-3.682, -4.483, 1.530], [-5.032, -4.628, 1.819], [-5.724, -3.572, 2.396], [-5.077, -2.370, 2.651], [-2.267, -0.442, 4.407], [-3.074, -0.869, 5.462], [-2.639, -0.793, 6.777], [-1.377, -0.291, 7.064], [-0.558, 0.138, 6.028], [-1.003, 0.063, 4.716], [-4.023, 0.825, 2.264], [-4.238, 1.843, 3.193], [-5.144, 2.866, 2.949], [-5.856, 2.893, 1.758], [-5.654, 1.890, 0.818], [-4.748, 0.872, 1.072], [-1.988, -3.161, 1.576], [-3.127, -5.307, 1.094], [-5.543, -5.556, 1.591], [-6.773, -3.688, 2.642], [-5.642, -1.547, 3.080], [-4.057, -1.280, 5.251], [-3.277, -1.141, 7.581], [-1.027, -0.248, 8.088], [0.437, 0.508, 6.240], [-0.349, 0.370, 3.908], [-3.686, 1.831, 4.127], [-5.294, 3.646, 3.687], [-6.561, 3.692, 1.562], [-6.205, 1.909, -0.115], [-4.596, 0.095, 0.328]]
}

---

3.
{
  "formula": "C4H10N4",
  "method": "the ωB97M-V functional and the def2-TZVPD basis",
  "e_above_lowest_kj_mol": 443.6,
  "lumo_ev": 1.0,
  "charge": 0,
  "smiles": "C#C[C@@H](N)CN(N)N",
  "mol_weight_g_mol": 114.2,
  "homo_lumo_gap_ha": 0.3211,
  "elements": ["C", "C", "N", "N", "N", "N", "C", "C", "H", "H", "H", "H", "H", "H", "H", "H", "H", "H"],
  "positions_angstrom": [[0.729, 1.254, -0.106], [1.018, -0.265, 0.006], [-0.282, -1.073, -0.243], [-1.218, -0.897, 0.805], [-0.028, -2.463, -0.319], [0.436, 1.888, 1.186], [-0.419, 1.407, -1.050], [-1.264, 1.611, -1.885], [1.602, 1.757, -0.537], [-1.747, -0.034, 0.641], [-1.951, -1.606, 0.719], [0.121, -2.836, 0.618], [0.823, -2.661, -0.847], [-0.234, 1.298, 1.682], [1.275, 1.846, 1.763], [1.475, -0.540, 0.964], [1.705, -0.519, -0.812], [-2.043, 1.833, -2.584]]
}

---

4.
{
  "formula": "C3H13NO4",
  "method": "the ωB97M-V functional and the def2-TZVPD basis",
  "e_above_lowest_kj_mol": 265.9,
  "lumo_ev": 0.4,
  "charge": 0,
  "smiles": "CN(C)C=O.O.O.O",
  "mol_weight_g_mol": 127.1,
  "homo_lumo_gap_ha": 0.3587,
  "elements": ["C", "N", "C", "C", "O", "H", "H", "H", "H", "H", "H", "H", "H", "H", "O", "H", "H", "O", "H", "H", "O"],
  "positions_angstrom": [[0.499, -2.421, -0.353], [0.485, -1.166, 0.208], [-0.752, -0.348, 0.014], [1.638, -0.507, 0.882], [-0.285, -2.880, -1.116], [1.348, -2.987, 0.116], [-1.070, -0.066, 0.963], [-1.601, -0.920, -0.362], [-0.436, 0.457, -0.601], [2.476, -1.177, 0.765], [1.311, -0.360, 2.017], [1.835, 0.576, 0.389], [-2.882, -2.418, 0.656], [-2.101, -2.312, 2.069], [-2.820, -2.035, 1.505], [0.122, 3.246, -3.477], [0.712, 3.617, -2.159], [0.583, 2.860, -2.840], [-0.018, 2.311, 0.221], [0.498, 3.439, 1.052], [0.458, 3.090, 0.048]]
}